C19H23BHfN2O6P2 as an isolated structure at a distorted geometry, computed with ωB97M-V with the def2-TZVPD basis set.

Charge: +4
Multiplicity: 1
E, eV: -55847.903

Each line ends with the natural charge from an NBO analysis.
Geometry (Å):
N (3.725, -0.758, 1.034)  -0.925
P (2.580, -0.413, 2.141)  1.147
C (0.939, -0.569, 1.251)  -0.327
C (0.132, 0.564, 0.744)  0.242
C (0.678, 2.039, 0.912)  -0.458
C (1.344, 2.435, -0.474)  -0.423
C (2.671, 3.295, -0.345)  -0.409
C (4.018, 2.530, -0.623)  -0.413
C (4.021, 1.620, -1.904)  -0.236
N (5.344, 1.274, -2.409)  -0.526
C (-1.159, 0.275, 0.092)  -0.311
C (-1.679, -1.186, -0.122)  -0.178
C (-0.834, -2.259, 0.399)  -0.237
B (-1.266, -3.820, 0.275)  1.125
O (-1.228, -4.514, -0.941)  -0.900
O (-1.727, -4.523, 1.392)  -0.867
C (0.483, -1.964, 1.076)  -0.357
P (1.609, -3.313, 1.719)  1.762
O (2.319, -4.150, 0.501)  -0.850
O (0.860, -4.294, 2.779)  -0.883
C (-3.049, -1.402, -0.878)  0.520
O (-3.287, -2.315, -1.608)  -0.405
C (-4.183, -0.300, -0.711)  -0.211
C (-5.604, -0.557, -0.783)  -0.122
C (-6.525, 0.594, -0.654)  -0.106
C (-6.037, 1.986, -0.473)  -0.110
C (-4.594, 2.276, -0.387)  -0.138
C (-3.713, 1.135, -0.508)  -0.238
C (-2.133, 1.417, -0.460)  0.510
O (-1.784, 2.500, -0.822)  -0.417
H (4.321, 0.084, 1.011)  0.398
H (2.711, -1.439, 3.155)  0.089
H (2.784, 0.873, 2.715)  0.068
H (1.406, 2.048, 1.759)  0.220
H (-0.220, 2.650, 1.176)  0.263
H (1.438, 1.500, -1.082)  0.197
H (0.602, 3.078, -1.019)  0.276
H (2.727, 3.661, 0.719)  0.232
H (2.544, 4.218, -0.971)  0.266
H (4.344, 2.000, 0.312)  0.178
H (4.800, 3.325, -0.794)  0.288
H (3.521, 0.619, -1.590)  0.231
H (3.364, 2.040, -2.709)  0.250
H (5.184, 0.773, -3.300)  0.406
H (5.707, 0.529, -1.794)  0.384
H (-2.099, -4.388, -1.379)  0.544
H (-1.341, -5.422, 1.300)  0.533
H (2.452, -3.500, -0.232)  0.546
H (1.346, -5.157, 2.834)  0.569
H (-6.009, -1.577, -0.954)  0.293
H (-7.628, 0.455, -0.705)  0.293
H (-6.779, 2.818, -0.401)  0.293
H (-4.193, 3.311, -0.274)  0.297
Hf (-2.908, -0.108, 2.009)  1.629